1.
Here is C16H18FOP in the gas phase from the Open Molecules 2025 dataset. Energies are from the ωB97M-V functional and the def2-TZVPD basis.

Geometry (Å):
C 2.251 1.394 -0.961
C 0.839 0.852 -0.738
C 0.656 0.229 0.651
P 1.088 -1.559 0.729
F 2.668 -1.416 0.386
C 1.229 -1.752 2.545
C 1.939 -2.859 3.015
C 2.043 -3.115 4.367
C 1.402 -2.294 5.281
C 0.662 -1.212 4.830
C 0.582 -0.938 3.475
O 0.515 -0.135 -1.710
C 0.057 0.386 -2.937
C -1.380 0.862 -2.916
C -2.254 0.522 -1.891
C -3.578 0.946 -1.923
C -4.042 1.713 -2.984
C -3.176 2.042 -4.021
C -1.856 1.624 -3.985
H 2.291 1.981 -1.881
H 2.505 2.076 -0.146
H 2.975 0.584 -1.005
H 0.144 1.697 -0.819
H 1.238 0.789 1.386
H -0.396 0.280 0.954
H 2.433 -3.515 2.306
H 2.618 -3.963 4.725
H 1.466 -2.496 6.344
H 0.145 -0.565 5.530
H 0.003 -0.078 3.167
H 0.144 -0.426 -3.664
H 0.710 1.199 -3.277
H -1.910 -0.098 -1.070
H -4.240 0.670 -1.110
H -5.072 2.049 -3.013
H -3.526 2.637 -4.856
H -1.173 1.891 -4.786

LUMO: 0.84 eV



2.
Here is a molecular structure, C18H20CsF9N5O4STe from the Open Molecules 2025 dataset. Energies are from the ωB97M-V functional and the def2-TZVPD basis.

Geometry (Å):
Cs -0.350 0.349 0.905
C -1.889 -3.975 -1.195
Te -2.111 -1.926 -1.687
C -3.507 -1.585 -0.115
H -1.282 -4.100 -0.302
H -1.413 -4.474 -2.037
H -2.882 -4.396 -1.043
H -4.436 -2.100 -0.348
H -3.689 -0.516 -0.025
H -3.084 -1.972 0.810
O 1.054 3.172 -3.325
C -0.035 3.004 -2.784
N -0.422 1.875 -2.130
S -1.896 2.013 -1.539
O -1.891 1.938 -0.083
O -2.852 1.136 -2.176
C -2.207 3.670 -2.075
C -3.319 4.475 -1.904
C -3.270 5.743 -2.471
C -2.144 6.172 -3.177
C -1.041 5.341 -3.334
C -1.095 4.082 -2.769
H -4.189 4.136 -1.357
H -4.117 6.409 -2.364
H -2.133 7.166 -3.606
H -0.156 5.654 -3.874
F 2.123 -0.652 4.421
C 1.258 0.241 4.929
F 1.474 0.290 6.261
F 1.589 1.440 4.432
C -0.206 -0.130 4.536
O -0.394 0.089 3.229
C -0.443 -1.642 4.865
F -1.757 -1.938 4.817
F 0.166 -2.426 3.968
F -0.001 -2.017 6.084
C -1.196 0.726 5.388
F -2.439 0.640 4.903
F -0.849 2.025 5.355
F -1.250 0.366 6.688
C 4.461 3.730 -2.697
C 5.334 2.523 -3.020
C 6.413 2.321 -1.963
C 4.509 1.260 -3.242
N 3.864 0.767 -2.026
C 2.712 1.139 -1.477
N 2.535 0.460 -0.367
N 3.630 -0.343 -0.254
N 4.424 -0.174 -1.252
H 5.066 4.638 -2.666
H 3.994 3.621 -1.714
H 3.652 3.871 -3.416
H 5.829 2.699 -3.982
H 5.972 2.159 -0.977
H 7.050 3.206 -1.901
H 7.046 1.458 -2.180
H 5.134 0.448 -3.610
H 3.710 1.441 -3.961
H 2.043 1.856 -1.935

charge: -1
relative energy (zero: lowest compared OMol25 entry of this formula, charge and spin): 23.9 kcal per mole
LUMO: 2.17 eV



3.
Here is a molecular structure, C8H9N2O5SV from the Open Molecules 2025 dataset. Energies are from the ωB97M-V functional and the def2-TZVPD basis.

Geometry (Å):
O -0.021 4.032 -2.691
C -1.097 3.780 -2.994
V -1.608 -0.892 -1.275
O -1.546 0.738 1.342
C -1.510 0.427 0.185
C -1.578 -2.086 0.148
O -1.514 -2.762 1.100
C -1.750 -3.002 -2.555
O -1.948 -3.856 -3.291
C -3.487 -0.640 -1.488
O -4.625 -0.416 -1.373
H -1.523 1.158 -0.741
C 1.637 -0.679 2.332
N 1.740 -1.061 0.922
C 1.281 -0.325 -0.096
S 0.683 -1.131 -1.541
N 1.248 1.008 -0.092
C 1.914 1.857 0.886
H 2.280 0.182 2.548
H 1.988 -1.534 2.922
H 0.599 -0.443 2.601
H 1.676 -2.065 0.746
H 0.911 1.443 -0.951
H 2.883 1.434 1.175
H 2.094 2.826 0.416
H 1.272 2.007 1.766

multiplicity: 3
charge: +2
relative energy (zero: lowest compared OMol25 entry of this formula, charge and spin): 0.0 kcal per mole
LUMO (alpha / beta): -10.05 / -10.28 eV



4.
Here is a molecular structure, C38H39FeN6O3S from the Open Molecules 2025 dataset. Energies are from the ωB97M-V functional and the def2-TZVPD basis.

Geometry (Å):
Fe -0.392 -0.247 0.681
C -3.732 -1.777 -1.858
O -2.435 -1.786 -2.514
C -1.645 -1.040 -1.750
N -2.093 -0.591 -0.642
C -3.453 -1.118 -0.488
C -4.481 -0.079 -0.113
C -4.206 1.279 -0.195
C -5.190 2.208 0.116
C -6.452 1.786 0.504
C -6.732 0.429 0.583
C -5.749 -0.499 0.278
C -0.260 -0.793 -2.189
C 0.325 -1.361 -3.307
C 1.646 -1.028 -3.573
C 2.299 -0.114 -2.756
C 1.609 0.412 -1.674
N 0.374 0.033 -1.377
C 2.173 1.477 -0.812
N 1.514 2.113 0.064
C 2.403 3.178 0.565
C 3.775 2.809 -0.031
O 3.452 1.822 -1.046
C 2.363 3.316 2.068
C 2.243 2.194 2.886
C 2.200 2.341 4.267
C 2.294 3.601 4.842
C 2.432 4.718 4.031
C 2.461 4.574 2.650
H -4.082 -2.804 -1.800
H -4.404 -1.182 -2.474
H -3.428 -1.880 0.299
H -3.222 1.607 -0.505
H -4.968 3.264 0.057
H -7.217 2.511 0.747
H -7.715 0.094 0.884
H -5.970 -1.558 0.350
H -0.231 -2.041 -3.935
H 2.157 -1.462 -4.421
H 3.312 0.202 -2.958
H 2.051 4.121 0.135
H 4.438 2.340 0.696
H 4.277 3.635 -0.525
H 2.199 1.204 2.446
H 2.103 1.463 4.893
H 2.265 3.713 5.918
H 2.512 5.702 4.472
H 2.550 5.452 2.020
S 1.769 -1.165 1.407
C 0.782 -1.621 2.761
C 1.208 -2.378 3.867
C 0.307 -2.688 4.858
C -1.023 -2.253 4.760
C -1.375 -1.519 3.654
N -0.505 -1.203 2.683
H 2.238 -2.703 3.910
H 0.625 -3.270 5.713
H -1.754 -2.485 5.520
H -2.399 -1.186 3.514
N -2.099 1.869 2.406
N -0.905 1.683 1.634
H -1.954 2.617 3.081
H -2.261 1.017 2.931
H -0.059 1.858 2.189
H -0.879 2.381 0.894
C -0.435 -9.237 0.915
C -0.616 -7.749 0.839
C 0.297 -6.950 0.164
C 0.158 -5.571 0.090
C 1.198 -4.780 -0.655
C -0.953 -4.978 0.725
C -1.148 -3.537 0.712
O -0.437 -2.735 0.127
C -1.890 -5.774 1.420
C -3.092 -5.184 2.120
C -1.705 -7.143 1.460
H 0.392 -9.571 0.292
H -1.339 -9.755 0.595
H -0.232 -9.545 1.943
H 1.148 -7.415 -0.319
H 1.971 -5.450 -1.027
H 1.654 -4.019 -0.020
H 0.759 -4.249 -1.500
H -1.996 -3.163 1.304
H -2.802 -4.476 2.899
H -3.668 -5.975 2.595
H -3.759 -4.667 1.428
H -2.423 -7.759 1.990

multiplicity: 5
charge: +1
relative energy (zero: lowest compared OMol25 entry of this formula, charge and spin): 0.0 kcal per mole
LUMO (alpha / beta): -2.86 / -2.93 eV



5.
Here is C3H8N2O in the gas phase from the Open Molecules 2025 dataset. Energies are from the ωB97M-V functional and the def2-TZVPD basis.

Geometry (Å):
C 0.695 0.419 -0.736
C -0.841 0.537 -0.057
C 1.774 0.951 0.113
N -1.395 -1.798 0.452
N -1.690 -0.602 -0.282
O -0.388 1.242 -1.137
H 0.741 -0.620 -1.227
H -0.727 1.054 0.937
H 1.578 2.030 0.202
H 2.694 0.900 -0.378
H 1.879 0.506 1.118
H -0.442 -1.839 0.885
H -1.866 -1.975 1.299
H -2.012 -0.803 -1.189

relative energy (zero: lowest compared OMol25 entry of this formula, charge and spin): 104.7 kcal per mole
LUMO: 1.07 eV



How do the records compare in largest force on an atom? In the order shown, they have 0.33, 3.18, 8.85, 0.45, 4.83 eV/A.